# 1
Density functional theory data (ωB97M-V/def2-TZVPD) for one molecule with the formula CHF2NO2S at a distorted geometry.

Energy relative to the best compared isomer or geometry (same formula, charge and spin), eV: 4.338
SMILES: N=[S@@](=O)(F)C(=O)F
HOMO level (spin up / spin down), hartree: -0.3662 / -0.3662
Electronic energy, hartree: -841.6855
Orbital gap (spin up / spin down), eV: 8.996 / 8.997
Maximum force, eV/Å: 4.80

```
! wB97M-V def2-TZVPD RIJCOSX def2/J DEFGRID3
* xyz 0 1
S 0.23 0.58 0.00
F -2.27 -0.03 0.57
F -0.22 1.05 -1.54
O 0.10 1.72 0.82
O -1.11 -1.81 -0.10
N 1.86 -0.73 -0.11
C -1.19 -0.67 0.12
H 2.60 -0.11 0.23
*
```

***

# 2
Density functional theory data (ωB97M-V/def2-TZVPD) for a 2-piece molecular cluster, CHF2NO2S overall at a distorted geometry.

Energy relative to the best compared isomer or geometry (same formula, charge and spin), eV: 6.817
HOMO level (spin up / spin down), hartree: -0.3771 / -0.3783
Electronic energy, hartree: -841.5944
Orbital gap (spin up / spin down), eV: 7.404 / 7.315
Maximum force, eV/Å: 2.25

```
! wB97M-V def2-TZVPD RIJCOSX def2/J DEFGRID3
* xyz 0 1
S 0.22 -0.34 0.47
F -0.60 -1.81 0.35
F 0.63 0.97 -1.85
O 2.71 -0.14 1.24
O -1.09 -0.37 -1.91
N -0.73 0.62 1.05
C -0.14 0.06 -1.33
H -1.00 1.01 1.98
*
```

***

# 3
Density functional theory data (ωB97M-V/def2-TZVPD) for a 2-piece molecular cluster, CHF2NO3 overall at a distorted geometry.

Energy relative to the best compared isomer or geometry (same formula, charge and spin), eV: 0.488
SMILES: O=C(F)F.O=NO
HOMO level, hartree: -0.3811
Electronic energy, hartree: -518.8181
Orbital gap, eV: 10.534
Maximum force, eV/Å: 4.38

```
! wB97M-V def2-TZVPD RIJCOSX def2/J DEFGRID3
* xyz 0 1
F 1.66 0.59 -0.88
F 1.80 2.14 0.55
O -0.08 1.06 0.56
O -0.39 -1.79 -1.34
O -1.40 -1.51 0.57
N -0.89 -0.96 -0.58
C 1.00 1.21 0.09
H -1.70 -0.73 1.04
*
```

***

# 4
Density functional theory data (ωB97M-V/def2-TZVPD) for CHF3MgNO3S2Tm as an isolated structure at a distorted geometry.

Energy relative to the best compared isomer or geometry (same formula, charge and spin), eV: 3.019
HOMO level (spin up / spin down), hartree: -0.6140 / -0.5910
Electronic energy, hartree: -2699.6562
Orbital gap (spin up / spin down), eV: 8.094 / 6.017
Maximum force, eV/Å: 3.40

```
! wB97M-V def2-TZVPD RIJCOSX def2/J DEFGRID3
* xyz 2 3
Tm -2.71 0.39 1.92
S -1.07 -0.95 -0.60
S -0.19 0.90 1.49
Mg 2.58 -0.14 0.38
F -2.42 -0.64 -2.84
F -1.83 1.22 -1.90
F -0.36 0.01 -2.94
O 1.95 0.39 2.28
O 3.84 0.15 1.87
O -2.46 -0.81 0.08
N 0.04 0.06 -0.04
C -1.45 -0.02 -2.19
H 4.09 -0.53 2.50
*
```

***

# 5
Density functional theory data (ωB97M-V/def2-TZVPD) for CHF3MnO2S as an isolated structure at a distorted geometry.

HOMO level (spin up / spin down), hartree: -0.2761 / -0.2754
Electronic energy, hartree: -2037.7826
Orbital gap (spin up / spin down), eV: 4.006 / 3.846
Maximum force, eV/Å: 1.96

```
! wB97M-V def2-TZVPD RIJCOSX def2/J DEFGRID3
* xyz 0 6
Mn 2.77 0.63 0.08
S 0.47 1.04 -0.93
F -1.97 -2.05 1.14
F -1.24 0.43 1.16
F -1.85 -0.35 -0.80
O 1.22 1.75 0.28
O 1.59 -0.09 -1.23
C -0.85 -0.26 0.09
H -0.15 -1.10 0.21
*
```

***

# 6
Density functional theory data (ωB97M-V/def2-TZVPD) for one molecule with the formula CHF3N2 at a distorted geometry.

Energy relative to the best compared isomer or geometry (same formula, charge and spin), eV: 5.652
SMILES: F/N=C(\F)NF
HOMO level, hartree: -0.3871
Electronic energy, hartree: -447.6484
Orbital gap, eV: 11.254
Maximum force, eV/Å: 1.75

```
! wB97M-V def2-TZVPD RIJCOSX def2/J DEFGRID3
* xyz 0 1
F -0.33 1.54 0.14
F 1.39 -1.45 0.03
F -2.40 0.11 -0.28
N 1.05 -0.15 0.30
N -1.23 -0.60 -0.12
C -0.28 0.22 0.04
H 1.81 0.34 -0.12
*
```